Below is a molecular structure, C15H20AlBrO2S4, with properties calculated with ωB97M-V/def2-TZVPD.

**HOMO-LUMO gap**: 0.300 hartree
**Net charge**: +2
**Energy above the lowest of the compared OMol25 structures with the same formula, charge and spin**: 0.1 kcal per mole
**Molecular weight**: 467.48 Da
**DFT total energy**: -139945.3110 eV

Last column: natural (NBO) charge in e.
CARTESIAN COORDINATES (ANGSTROEM)
Al (0.2393, 0.1762, 0.0465)  1.418
C (-1.3217, 1.6385, 2.6681)  -0.542
C (-2.2072, 2.0830, 1.5126)  -0.535
S (-1.1467, 2.2717, 0.0610)  0.335
C (-2.2355, 2.0871, -1.3661)  -0.538
C (-1.3672, 1.7021, -2.5584)  -0.540
S (-0.4350, 0.1620, -2.3315)  0.334
C (-1.7900, -1.0512, -2.3633)  -0.532
C (-1.4115, -2.3170, -1.6166)  -0.547
S (-0.8734, -2.0438, 0.0851)  0.341
C (-2.3500, -1.5309, 0.9937)  -0.541
C (-1.8640, -1.1347, 2.3864)  -0.544
S (-0.4789, 0.0556, 2.4064)  0.334
H (-1.8972, 1.5497, 3.5891)  0.275
H (-0.5180, 2.3522, 2.8569)  0.272
H (-2.6598, 3.0459, 1.7463)  0.275
H (-3.0028, 1.3690, 1.3006)  0.228
H (-2.7209, 3.0419, -1.5644)  0.276
H (-3.0077, 1.3488, -1.1503)  0.225
H (-0.6194, 2.4663, -2.7723)  0.273
H (-1.9730, 1.5817, -3.4562)  0.276
H (-1.9832, -1.2855, -3.4100)  0.276
H (-2.6851, -0.5938, -1.9454)  0.226
H (-0.5683, -2.8245, -2.0870)  0.274
H (-2.2454, -3.0187, -1.6060)  0.276
H (-3.0369, -2.3734, 1.0700)  0.273
H (-2.8518, -0.7093, 0.4818)  0.214
H (-1.4980, -2.0082, 2.9247)  0.273
H (-2.6715, -0.7011, 2.9761)  0.267
Br (8.5068, 0.7648, 0.3014)  0.170
C (6.6459, 0.6312, 0.2318)  -0.030
C (6.0608, -0.6223, 0.0645)  -0.231
C (4.6871, -0.7206, 0.0154)  -0.130
C (3.9055, 0.4337, 0.1368)  -0.179
C (4.5038, 1.6875, 0.3049)  -0.118
C (5.8772, 1.7872, 0.3525)  -0.245
C (2.4741, 0.3305, 0.0939)  0.784
O (1.6685, 1.3428, 0.2110)  -0.816
O (1.8266, -0.7782, -0.0624)  -0.806
H (6.6831, -1.5009, -0.0240)  0.251
H (4.2120, -1.6839, -0.1113)  0.240
H (3.8885, 2.5723, 0.3950)  0.237
H (6.3597, 2.7451, 0.4824)  0.252

Below is a molecular structure, C5H12O3Tl, with properties calculated with ωB97M-V/def2-TZVPD.

**Spin multiplicity**: 2
**HOMO-LUMO gap (alpha / beta)**: 0.359 / 0.265 hartree
**⟨S²⟩**: 0.75
**Net charge**: +2
**Energy above the lowest of the compared OMol25 structures with the same formula, charge and spin**: 12.9 kcal per mole
**Molecular weight**: 324.53 Da
**DFT total energy**: -16192.8793 eV

Last column: Löwdin spin population.
CARTESIAN COORDINATES (ANGSTROEM)
C (-1.4728, -2.1514, 1.4006)  0.009
H (-1.0029, -3.1220, 1.1996)  0.001
H (-2.5023, -2.1665, 1.0304)  0.004
H (-1.4634, -1.9039, 2.4705)  0.000
O (-0.7754, -1.1357, 0.6752)  0.105
C (0.4579, -0.7690, 1.1907)  0.007
H (0.3249, -0.3127, 2.1837)  0.000
H (1.1740, -1.6006, 1.1580)  0.002
O (-0.9195, 0.1249, -2.2193)  0.140
C (0.0871, -0.6031, -2.3217)  0.008
C (1.0583, 0.4368, 0.1238)  0.011
O (0.0480, 1.4390, 0.0767)  0.132
C (0.5044, 2.7299, -0.3041)  0.012
Tl (-1.8007, 0.6543, -0.4608)  0.553
H (0.7701, -0.4854, -3.1806)  0.004
H (0.1342, -1.5502, -1.7526)  0.001
H (1.6287, 0.4445, -0.8164)  0.000
H (1.9017, 0.7984, 0.7333)  0.003
H (-0.2878, 3.4472, -0.0649)  0.003
H (1.4122, 2.9823, 0.2598)  0.001
H (0.7232, 2.7431, -1.3820)  0.001

Below is a gas-phase ion, C6H2N (charge +1), with properties calculated with ωB97M-V/def2-TZVPD.

**HOMO-LUMO gap (alpha / beta)**: 0.327 / 0.240 hartree
**Net charge**: +1
**Energy above the lowest of the compared OMol25 structures with the same formula, charge and spin**: 142.1 kcal per mole
**Molecular weight**: 88.09 Da
**DFT total energy**: -7723.5469 eV

Last column: natural (NBO) charge in e.
CARTESIAN COORDINATES (ANGSTROEM)
C (0.1495, 1.5481, -0.4883)  0.243
C (-1.1717, 1.2337, -0.2090)  0.030
C (0.8971, 0.5900, -0.9808)  -0.122
C (0.0410, -1.0752, 0.9759)  -0.113
C (-1.6136, 0.0434, -0.5169)  0.268
C (-0.1115, -0.1740, -0.2581)  0.134
N (0.0722, -2.2665, 1.0196)  0.009
H (1.8253, 0.6610, -1.3870)  0.299
H (-0.0883, -0.5606, 1.8446)  0.253